# 1
Density functional theory data (ωB97M-V/def2-TZVPD) for a cluster of 7 separate species, C49H106IN6O18 in total at a distorted geometry.

Structure (ORCA input):
```
! RIJCOSX wB97M-V def2-TZVPD def2/J DEFGRID3
* xyz 1 1
C 3.10 0.03 0.17
C 2.15 1.09 1.05
C 0.62 0.87 0.52
C -0.55 1.81 1.13
C -0.72 2.13 2.71
N 0.53 2.24 3.54
N -0.77 3.10 0.31
C 0.44 3.95 0.02
C 1.07 3.81 -1.49
O 2.26 2.94 -1.59
C 1.59 5.32 -1.99
N 0.91 5.79 -3.26
C -1.88 2.98 -0.68
N -2.60 3.86 -1.45
C -2.27 5.33 -1.40
C -2.66 5.86 0.14
O -1.93 6.88 0.61
C -3.76 3.46 -2.38
C -3.37 3.44 -3.97
C -1.77 3.42 -4.30
O -1.65 3.81 -5.74
C -0.42 3.26 -6.33
C -0.61 1.88 -7.25
O 0.81 3.77 -6.24
N -2.25 1.53 -0.68
C -1.83 0.63 -1.79
C -3.00 0.18 -2.86
N -2.63 -0.51 -4.01
C -2.03 1.13 0.76
I -3.83 2.15 1.62
C -2.33 -0.40 1.25
C -3.76 -1.03 0.68
C -3.74 -2.70 0.63
C -2.63 -3.31 -0.42
O -2.31 -2.79 -1.61
O -1.96 -4.57 -0.03
C -1.12 -4.40 1.17
C 0.32 -3.67 0.92
H 4.16 0.51 0.05
H 3.10 -1.05 0.63
H 2.62 0.01 -0.92
H 2.62 2.14 0.87
H 2.24 0.72 2.17
H 0.66 1.09 -0.66
H 0.42 -0.30 0.58
H -1.23 3.21 2.79
H -1.39 1.30 3.25
H 0.86 1.27 3.76
H 1.26 2.81 3.06
H 1.24 3.82 0.89
H 0.08 5.08 0.11
H 0.33 3.45 -2.32
H 2.99 3.29 -0.95
H 2.75 5.24 -2.25
H 1.50 6.13 -1.16
H 0.98 5.00 -3.94
H 1.39 6.65 -3.60
H -1.16 5.60 -1.63
H -2.93 5.92 -2.20
H -3.53 5.32 0.74
H -4.56 4.34 -2.24
H -4.33 2.48 -2.00
H -3.85 2.53 -4.57
H -3.81 4.42 -4.46
H -1.17 4.22 -3.70
H -1.32 2.33 -4.21
H -1.45 1.25 -6.69
H -1.09 2.16 -8.31
H 0.41 1.31 -7.36
H -0.95 1.15 -2.41
H -1.34 -0.37 -1.35
H -4.14 0.41 -2.71
H -1.59 -0.64 -3.95
H -1.51 -1.19 1.00
H -2.45 -0.42 2.44
H -4.69 -0.78 1.39
H -4.02 -0.70 -0.41
H -4.82 -3.00 0.21
H -3.69 -3.14 1.71
H -0.88 -5.50 1.55
H -1.65 -3.86 2.07
H 0.44 -3.13 -0.11
H 0.46 -2.88 1.80
H 1.18 -4.48 1.10
C 6.72 -1.82 0.86
O 6.06 -0.85 1.67
C 6.15 -1.17 3.07
C 7.20 -0.31 3.77
O 8.52 -0.65 3.33
C 9.04 0.30 2.41
H 6.79 -1.43 -0.15
H 7.73 -2.04 1.22
H 6.13 -2.75 0.84
H 6.34 -2.24 3.22
H 5.17 -0.95 3.50
H 7.16 -0.52 4.85
H 7.00 0.75 3.63
H 9.29 1.22 2.93
H 8.33 0.51 1.60
H 9.95 -0.11 1.97
C 11.37 4.35 3.07
O 10.35 3.73 2.29
C 9.17 4.53 2.22
C 9.06 5.24 0.87
O 10.08 6.24 0.73
C 11.14 5.82 -0.11
H 12.30 3.79 2.92
H 11.54 5.39 2.76
H 11.10 4.31 4.13
H 9.12 5.24 3.05
H 8.32 3.84 2.32
H 8.10 5.76 0.82
H 9.10 4.53 0.04
H 10.81 5.80 -1.15
H 11.51 4.83 0.18
H 11.96 6.53 -0.02
C -2.79 -7.42 7.28
O -2.09 -7.71 6.08
C -2.93 -7.63 4.92
C -2.70 -6.33 4.15
O -3.15 -5.19 4.91
C -2.07 -4.48 5.51
H -2.06 -7.31 8.09
H -3.37 -6.49 7.20
H -3.46 -8.25 7.53
H -3.99 -7.74 5.20
H -2.66 -8.47 4.28
H -3.29 -6.35 3.23
H -1.64 -6.22 3.87
H -1.51 -3.94 4.74
H -1.40 -5.15 6.05
H -2.49 -3.76 6.21
C -2.69 8.73 -4.28
O -3.20 9.05 -5.57
C -2.29 9.86 -6.32
C -1.56 9.04 -7.38
O -0.66 8.10 -6.77
C -1.18 6.78 -6.78
H -3.34 7.96 -3.85
H -1.67 8.33 -4.34
H -2.71 9.61 -3.64
H -1.58 10.38 -5.66
H -2.89 10.63 -6.83
H -0.95 9.71 -7.99
H -2.26 8.53 -8.05
H -1.16 6.37 -7.79
H -2.20 6.74 -6.39
H -0.55 6.16 -6.14
C -6.89 -12.02 10.75
O -7.48 -11.02 9.94
C -6.87 -9.74 10.14
C -5.92 -9.39 8.99
O -4.77 -10.25 9.00
C -4.85 -11.26 8.00
H -7.26 -13.00 10.42
H -5.80 -12.02 10.67
H -7.19 -11.88 11.79
H -6.36 -9.69 11.11
H -7.68 -9.00 10.15
H -5.55 -8.37 9.13
H -6.43 -9.43 8.02
H -4.70 -10.82 7.01
H -5.81 -11.79 8.04
H -4.05 -11.99 8.19
C -2.40 -1.57 -7.79
O -1.37 -2.39 -7.25
C -1.86 -3.28 -6.24
C -2.03 -4.70 -6.79
O -3.08 -4.77 -7.75
C -2.59 -4.82 -9.08
H -2.00 -1.06 -8.68
H -3.28 -2.15 -8.09
H -2.69 -0.81 -7.06
H -2.80 -2.91 -5.82
H -1.12 -3.29 -5.44
H -2.31 -5.36 -5.96
H -1.09 -5.08 -7.21
H -2.15 -5.80 -9.28
H -1.85 -4.04 -9.27
H -3.43 -4.67 -9.77
*
```

E   -106399.0015 eV
Orbital gap   6.900 eV



# 2
Density functional theory data (ωB97M-V/def2-TZVPD) for a structure of composition C49H121N5O14 at a distorted geometry.

Structure (ORCA input):
```
! RIJCOSX wB97M-V def2-TZVPD def2/J DEFGRID3
* xyz 0 1
C 6.35 -18.49 6.95
O 5.41 -17.61 7.56
H 6.51 -18.15 5.93
H 7.18 -18.62 7.64
H 5.81 -19.42 6.77
H 4.55 -17.91 7.25
C 7.53 -16.89 10.05
O 6.25 -16.64 9.72
H 7.80 -17.62 9.28
H 8.22 -16.05 10.00
H 7.75 -17.42 10.97
H 5.85 -17.44 9.37
C 3.48 -23.73 7.18
O 4.82 -23.48 6.80
H 3.40 -24.82 7.20
H 3.17 -23.25 8.11
H 2.63 -23.46 6.56
H 5.38 -23.85 7.49
C 2.62 -19.98 7.63
O 3.57 -20.19 6.56
H 1.79 -19.39 7.24
H 2.41 -20.98 8.00
H 3.10 -19.48 8.47
H 3.64 -19.40 6.02
O 5.38 -21.19 6.89
H 4.58 -20.70 6.69
H 5.19 -22.09 6.63
O 1.92 -21.71 10.49
H 1.90 -20.82 10.13
H 2.81 -22.02 10.33
O 7.61 -23.82 7.49
H 8.27 -24.13 8.12
H 7.43 -22.92 7.77
O 1.93 -19.74 9.77
H 2.13 -18.83 9.58
H 1.06 -19.72 10.18
O 7.13 -21.54 8.28
H 6.57 -21.55 7.51
H 6.53 -21.38 9.01
C 4.29 -19.72 11.31
C 5.42 -20.25 10.34
C 6.74 -20.31 11.19
C 6.81 -21.57 12.10
C 6.66 -22.88 11.28
C 5.30 -22.89 10.48
N 5.17 -21.62 9.77
O 3.98 -21.58 9.04
C 5.43 -23.96 9.42
C 4.14 -23.32 11.44
C 5.54 -19.13 9.26
H 3.27 -19.82 10.96
H 4.55 -18.70 11.59
H 4.25 -20.30 12.24
H 7.60 -20.21 10.51
H 6.88 -19.45 11.84
H 6.06 -21.36 12.86
H 7.64 -21.64 12.80
H 6.49 -23.73 11.94
H 7.42 -23.01 10.51
H 4.58 -24.31 8.82
H 6.22 -23.82 8.68
H 5.67 -24.84 10.02
H 3.14 -23.30 10.99
H 4.33 -24.33 11.80
H 4.13 -22.63 12.28
H 4.70 -19.15 8.56
H 6.47 -19.21 8.69
H 5.61 -18.09 9.58
H 4.20 -21.18 8.20
C 5.12 -23.43 13.28
C 5.50 -22.98 14.78
C 4.73 -21.62 15.02
C 4.38 -21.32 16.45
C 3.75 -22.50 17.19
C 4.49 -23.83 17.06
N 4.99 -24.09 15.70
O 5.52 -25.36 15.47
C 5.73 -23.81 17.97
C 3.57 -24.98 17.57
C 7.07 -22.83 14.99
H 4.04 -23.38 13.14
H 5.32 -24.46 12.99
H 5.82 -22.90 12.64
H 5.44 -20.84 14.73
H 3.88 -21.31 14.40
H 3.59 -20.57 16.39
H 5.25 -21.00 17.04
H 2.70 -22.60 16.90
H 3.70 -22.19 18.24
H 6.29 -24.74 17.93
H 6.42 -23.01 17.74
H 5.31 -23.59 18.96
H 3.02 -25.28 16.67
H 4.18 -25.83 17.89
H 2.86 -24.66 18.33
H 7.44 -21.92 15.47
H 7.56 -22.78 14.01
H 7.40 -23.76 15.44
H 4.71 -25.85 15.33
C 2.67 -19.81 13.49
C 1.23 -19.34 13.57
C 0.28 -20.49 13.92
C 0.35 -20.93 15.43
C 0.10 -19.69 16.43
C 1.10 -18.48 15.99
N 0.97 -18.30 14.53
O 1.53 -17.14 14.04
C 0.40 -17.29 16.71
C 2.56 -18.58 16.53
C 0.72 -18.96 12.12
H 2.94 -20.64 12.84
H 3.23 -18.91 13.25
H 3.02 -20.21 14.44
H -0.78 -20.27 13.84
H 0.44 -21.34 13.26
H -0.32 -21.74 15.67
H 1.30 -21.42 15.65
H 0.48 -20.03 17.39
H -0.97 -19.49 16.46
H 0.30 -17.41 17.78
H -0.54 -16.99 16.25
H 1.07 -16.44 16.54
H 3.19 -17.74 16.24
H 3.22 -19.41 16.29
H 2.54 -18.56 17.62
H 1.32 -18.19 11.62
H 0.77 -19.74 11.36
H -0.33 -18.67 12.11
H 0.71 -16.80 13.68
C 6.43 -18.89 15.84
C 7.06 -18.75 14.39
C 5.92 -19.04 13.41
C 4.77 -18.03 13.43
C 5.33 -16.73 12.93
C 6.50 -16.27 13.79
N 7.51 -17.37 14.11
O 8.52 -17.04 14.99
C 7.21 -15.09 13.19
C 5.90 -15.60 15.12
C 8.28 -19.78 14.21
H 5.40 -19.24 15.77
H 6.55 -17.95 16.36
H 6.95 -19.56 16.52
H 6.34 -19.06 12.40
H 5.45 -19.99 13.65
H 4.22 -17.95 14.37
H 4.04 -18.31 12.67
H 4.53 -15.99 12.94
H 5.64 -16.74 11.89
H 8.14 -14.88 13.72
H 7.50 -15.34 12.17
H 6.67 -14.15 13.30
H 5.46 -14.60 15.02
H 5.13 -16.08 15.72
H 6.65 -15.43 15.89
H 7.87 -20.78 14.13
H 8.90 -19.70 15.11
H 8.87 -19.73 13.30
H 9.13 -17.72 14.70
C -0.29 -18.05 8.61
C 0.48 -16.88 9.06
C -0.36 -16.29 10.28
C 0.36 -15.26 11.15
C 1.68 -15.73 11.53
C 2.53 -16.25 10.37
N 1.85 -17.26 9.44
O 2.62 -17.71 8.38
C 3.03 -15.02 9.57
C 3.75 -17.03 10.96
C 0.51 -15.76 7.81
H -1.37 -18.07 8.52
H 0.04 -18.88 9.23
H 0.07 -18.21 7.59
H -1.23 -15.78 9.87
H -0.76 -17.06 10.94
H -0.25 -14.95 12.00
H 0.56 -14.38 10.54
H 1.52 -16.47 12.31
H 2.25 -15.02 12.13
H 2.28 -14.60 8.90
H 3.42 -14.21 10.19
H 3.70 -15.47 8.84
H 4.47 -17.21 10.16
H 4.33 -16.38 11.62
H 3.55 -17.99 11.44
H 0.43 -14.74 8.18
H -0.37 -15.88 7.17
H 1.25 -16.01 7.05
H 2.53 -17.02 7.72
*
```

E   -88848.6363 eV
Orbital gap   7.267 eV



Which of these has the lowest orbital gap?
C49H106IN6O18